P | # C5H11NO5

One molecule with the formula C5H11NO5 (ωB97M-V/def2-TZVPD, the Open Molecules 2025 dataset).

The LUMO energy comes out at 0.58 eV. Its SMILES is COC(C[N+](=O)[O-])(OC)OC. Its charge is 0. Its HOMO-LUMO gap is 10.78 eV.

Each line ends with the Löwdin charge.
Cartesian coordinates (Å):
C -1.86278 0.17875 1.40488  -0.021
O -0.40355 0.32181 1.35957  -0.077
C 0.16253 0.15987 0.09894  -0.617
C 0.31323 -1.55089 -0.21005  0.026
N 0.75747 -2.38089 0.86257  -0.430
O 1.87506 -2.26919 1.29702  0.098
O -0.04141 -3.16488 1.31205  0.074
O 1.40019 0.63543 -0.01058  -0.037
C 1.57743 2.00380 0.53115  0.018
O -0.71815 0.65102 -0.85377  -0.096
C -0.41197 0.46464 -2.29714  0.002
H -2.03450 -0.86395 0.95773  0.109
H -2.48987 0.95470 0.82908  0.118
H -2.00533 0.13803 2.46308  0.080
H 0.99902 -1.53667 -1.04484  0.123
H -0.61447 -1.98217 -0.60679  0.128
H 1.44579 2.13738 1.56566  0.074
H 0.78519 2.59673 0.16230  0.076
H 2.55641 2.27934 0.15177  0.101
H -1.13517 -0.38034 -2.49382  0.117
H 0.53784 0.28393 -2.63356  0.060
H -0.69296 1.32356 -2.84526  0.075

=====

Q | # C5H11NO5

C5H11NO5 as an isolated structure (ωB97M-V/def2-TZVPD, the Open Molecules 2025 dataset).

The LUMO energy comes out at 0.71 eV. Its charge is 0. Its HOMO-LUMO gap is 9.75 eV.

Each line ends with the Löwdin charge.
Cartesian coordinates (Å):
C -1.44000 -0.77257 1.67700  0.026
C 1.67839 0.48215 -2.37812  -0.083
C 0.93393 1.10812 -1.20616  -0.144
C -0.67291 0.73867 0.69241  -0.437
C 0.19269 0.04558 -0.37053  -0.564
N -0.61654 -1.53264 2.21456  -0.070
O 0.02898 1.50066 1.56380  0.096
O -1.75361 1.40235 0.18293  0.063
O 1.12435 -0.81665 0.16979  0.051
O -0.75976 -0.65713 -1.16301  0.020
O -1.11595 -2.61352 2.96836  -0.052
H -2.51972 -0.79134 1.70126  0.103
H 0.98035 0.05672 -3.09566  0.072
H 2.27200 1.23669 -2.88670  0.074
H 2.34149 -0.30016 -2.01751  0.077
H 0.20807 1.84024 -1.56121  0.122
H 1.63459 1.59871 -0.53239  0.124
H -0.57090 2.15986 1.93425  0.131
H -2.09188 0.89715 -0.57014  0.118
H 0.75109 -1.23559 0.96881  0.067
H -0.27646 -1.33225 -1.65555  0.115
H -0.32821 -3.01506 3.36382  0.091

=====

Bottom line: Q, by a margin of 2.667 eV.

=====

P | # C2H4O3

A 2-piece molecular cluster, C2H4O3 overall (ωB97M-V/def2-TZVPD, the Open Molecules 2025 dataset).

The LUMO energy comes out at 0.83 eV. Its SMILES is O=CO.C=O. Its charge is 0. Its HOMO-LUMO gap is 11.09 eV.

Each line ends with the Löwdin charge.
Cartesian coordinates (Å):
O -1.72127 -0.78576 0.50832  0.057
C -1.79341 0.06196 -0.33659  -0.409
O -2.07823 -0.11301 -1.62795  0.081
H -1.77484 1.13475 -0.08209  0.142
H -2.07506 -1.07382 -1.78994  0.125
C 2.37712 0.18791 0.81818  -0.155
O 1.98276 0.95074 -0.01052  -0.006
H 3.41847 0.14451 1.16981  0.075
H 1.66446 -0.50727 1.35079  0.089

=====

Q | # C2H4O3

C2H4O3 as an isolated structure (ωB97M-V/def2-TZVPD, the Open Molecules 2025 dataset).

The LUMO energy comes out at 0.52 eV. Its charge is 0. Its HOMO-LUMO gap is 8.82 eV.

Each line ends with the Löwdin charge.
Cartesian coordinates (Å):
C 0.11803 -0.48397 0.29170  -0.419
C -0.59305 1.33762 0.38975  -0.045
O 1.33199 -0.30411 -0.30957  -0.021
O -0.86273 -1.05327 -0.53405  -0.035
O 0.08535 2.02215 -0.28823  0.077
H 1.31989 0.55874 -0.77520  0.086
H -0.46458 -1.76529 -1.05481  0.100
H 0.24883 -1.01719 1.23926  0.129
H -1.18374 0.70532 1.04115  0.128

=====

R | # C2H4O3

A 2-piece molecular cluster, C2H4O3 overall (ωB97M-V/def2-TZVPD, the Open Molecules 2025 dataset).

The LUMO energy (spin up / spin down) comes out at -0.20 / 0.05 eV. Its charge is 0. Its HOMO-LUMO gap (spin up / spin down) is 8.91 / 9.32 eV.

Each line ends with the Löwdin charge.
Cartesian coordinates (Å):
C -0.14533 -0.51695 -0.67229  -0.487
C 0.38402 1.15976 1.19587  0.145
O 0.43331 -0.25550 -1.87560  0.062
O -0.96078 0.00180 -1.63252  0.055
O -0.28969 -1.70046 -0.11124  0.098
H -0.36474 1.87810 0.93951  0.001
H 1.38975 1.33790 0.87418  -0.001
H 0.20846 0.46784 1.99255  -0.003
H -0.65501 -2.37250 -0.71046  0.131

=====

Bottom line: P, by a margin of 2.824 eV.

=====

P | # C3H8NOS

One molecule with the formula C3H8NOS (ωB97M-V/def2-TZVPD, the Open Molecules 2025 dataset).

The LUMO energy (spin up / spin down) comes out at 0.22 / -0.13 eV. Its charge is 0. Its expectation value of S² is 0.753. Its HOMO-LUMO gap (spin up / spin down) is 4.67 / 8.33 eV. As for the spin multiplicity: 2.

Each line ends with the Mulliken spin population.
Cartesian coordinates (Å):
O -0.89250 1.82835 -1.68895  0.231
C -0.40000 0.70890 -1.68620  0.488
C 0.22094 0.30417 -0.36954  0.012
C 0.12707 -1.28851 -0.23483  0.105
S 1.11244 -2.01923 1.29374  0.038
N -0.40742 0.79091 0.91400  0.318
H -0.24422 0.02075 -2.54339  0.036
H 1.26352 0.76641 -0.32725  0.078
H -0.85858 -1.51034 -0.04574  -0.113
H 0.54150 -1.60606 -1.09486  0.012
H 1.33257 -0.96886 2.05341  0.003
H 0.26274 1.11030 1.60941  -0.112
H -0.92662 1.63474 0.76502  -0.019
H -1.13143 0.22847 1.35517  -0.076

=====

Q | # C3H8NOS

One molecule with the formula C3H8NOS (ωB97M-V/def2-TZVPD, the Open Molecules 2025 dataset).

The LUMO energy (spin up / spin down) comes out at 0.41 / 0.18 eV. Its charge is 0. Its expectation value of S² is 0.754. Its HOMO-LUMO gap (spin up / spin down) is 5.35 / 9.01 eV. As for the spin multiplicity: 2.

Each line ends with the Mulliken spin population.
Cartesian coordinates (Å):
O 1.57331 0.79196 1.85227  0.273
C 0.40620 0.90139 1.34780  0.571
C 0.21323 0.44961 -0.07669  0.010
C -1.00952 -0.50813 -0.26703  0.106
S -2.26980 0.52076 -1.17214  0.026
N 1.46956 -0.41906 -0.24953  0.042
H -0.37750 1.50839 1.82811  0.017
H 0.08147 1.03726 -1.00400  0.038
H -0.74658 -1.41769 -0.82746  0.001
H -1.42275 -0.83038 0.68997  -0.042
H -3.19739 -0.42676 -1.26198  -0.002
H 1.24122 -1.40059 -0.24231  -0.010
H 1.94786 -0.18489 -1.11978  -0.022
H 2.09069 -0.02188 0.50276  -0.007

=====

Bottom line: Q, by a margin of 0.892 eV.

=====

P | # C2H4O4S

A 2-piece molecular cluster, C2H4O4S overall (ωB97M-V/def2-TZVPD, the Open Molecules 2025 dataset).

The LUMO energy comes out at 0.57 eV. Its charge is 0. Its HOMO-LUMO gap is 10.23 eV.

Each line ends with the Löwdin charge.
Cartesian coordinates (Å):
C 0.29840 2.14478 0.81436  0.009
C 0.63076 1.23041 -0.06859  -0.280
O -0.77550 -1.45974 -1.60845  -0.263
O -0.14675 -3.22711 -0.00104  -0.401
O 1.23011 0.49700 -0.79800  0.040
O -0.44394 -0.82467 0.66391  -0.304
S 0.25021 -1.91979 -0.45032  0.911
H 0.55015 3.17808 0.43337  0.090
H 0.19523 2.19409 1.89751  0.072
H -0.57296 -0.56661 -1.92778  0.063
H -1.21570 -1.24644 1.04504  0.064

=====

Q | # C2H4O4S

One molecule with the formula C2H4O4S (ωB97M-V/def2-TZVPD, the Open Molecules 2025 dataset).

The LUMO energy (spin up / spin down) comes out at -1.14 / -1.15 eV. Its SMILES is O=S(=O)=C(O)CO. Its charge is 0. Its HOMO-LUMO gap (spin up / spin down) is 7.92 / 7.92 eV.

Each line ends with the Löwdin charge.
Cartesian coordinates (Å):
O -1.52725 -2.58636 0.14247  -0.341
S -1.03622 -1.26755 0.41805  0.819
O -0.94384 -1.00923 1.86244  -0.394
C 0.37732 -0.52600 -0.37580  -0.260
O 0.50093 -0.87366 -1.67836  0.017
C 0.60404 1.13021 -0.00553  -0.211
O -0.45289 1.56288 0.71401  -0.052
H 0.94126 -0.15664 -2.13501  0.107
H 0.46239 1.70960 -0.87605  0.109
H 1.62290 0.97296 0.41331  0.134
H -0.54866 1.04379 1.52049  0.072

=====

Bottom line: P, by a margin of 1.708 eV.

=====

P | # C4H10FN2

A 3-piece molecular cluster, C4H10FN2 overall (ωB97M-V/def2-TZVPD, the Open Molecules 2025 dataset).

The LUMO energy (spin up / spin down) comes out at -6.37 / -4.97 eV. Its charge is +1. Its HOMO-LUMO gap (spin up / spin down) is 5.55 / 8.11 eV.

Each line ends with the Löwdin charge.
Cartesian coordinates (Å):
C -0.85167 -3.03879 2.64630  -0.036
C -0.24229 -2.91129 1.56582  0.167
C -0.91204 -0.27075 0.58175  0.074
C -0.17444 0.52923 -0.22832  -0.372
N 0.05796 0.66344 -1.45884  0.195
N 1.32527 2.77587 -2.08168  0.047
F 0.70834 1.38283 0.54138  0.006
H -0.57136 -3.93597 3.41270  0.170
H -1.50806 -2.35263 3.16134  0.087
H 0.37135 -2.82441 0.63005  0.100
H -1.17704 0.05572 1.51902  0.051
H -1.60945 -0.92755 0.11773  0.063
H 0.49539 1.57290 -1.82415  0.022
H -0.44866 0.09561 -2.16348  0.166
H 0.87393 3.58917 -1.72159  0.056
H 1.32250 2.76661 -3.07318  0.051
H 2.34025 2.83002 -1.62485  0.153

=====

Q | # C4H10FN2

A 2-piece molecular cluster, C4H10FN2 overall (ωB97M-V/def2-TZVPD, the Open Molecules 2025 dataset).

The LUMO energy comes out at -4.71 eV. Its charge is +1. Its HOMO-LUMO gap is 7.08 eV.

Each line ends with the Löwdin charge.
Cartesian coordinates (Å):
C 1.82423 -0.67112 0.43485  -0.126
C -0.31613 1.56660 -0.33168  -0.117
C -0.69902 0.24166 0.23717  -0.212
C -1.70263 -0.48430 -0.35290  -0.181
N 2.47903 0.36474 -0.03089  0.228
N -2.25489 -1.59458 0.13507  0.111
F 1.64348 -1.69608 -0.35604  0.154
H -0.58938 2.36629 0.35610  0.085
H -0.81889 1.73799 -1.27890  0.082
H 0.76001 1.65845 -0.50888  0.035
H 1.62182 -0.84082 1.48083  0.161
H -0.48466 0.06529 1.28150  0.090
H -2.06071 -0.17637 -1.32825  0.135
H 2.78072 0.37297 -1.00122  0.167
H -1.98348 -1.95119 1.03896  0.116
H 2.79711 1.10622 0.57845  0.159
H -2.99661 -2.06575 -0.35418  0.114

=====

Bottom line: Q, by a margin of 3.788 eV.

=====

P | # C2H2N4O2

One molecule with the formula C2H2N4O2 (ωB97M-V/def2-TZVPD, the Open Molecules 2025 dataset).

The LUMO energy comes out at -1.98 eV. Its SMILES is [H]/N=c1\nnc(=O)[nH]o1. Its charge is 0. Its HOMO-LUMO gap is 8.31 eV.

Each line ends with the Löwdin charge.
Cartesian coordinates (Å):
H 1.72625 -2.35240 0.07608  0.051
N 1.24270 -2.01954 -0.73631  0.186
C 0.62673 -1.04327 -0.21319  -0.370
N 0.59871 -0.50912 1.23598  0.162
N 0.26218 0.68077 1.29238  0.106
C -0.54205 1.44535 0.44891  -0.471
O -0.85934 2.62456 0.66321  0.100
N -1.16603 0.62480 -0.47838  0.143
O -0.24038 -0.30958 -1.03991  -0.014
H -1.64878 0.85844 -1.24875  0.108

=====

Q | # C2H2N4O2

One molecule with the formula C2H2N4O2 (ωB97M-V/def2-TZVPD, the Open Molecules 2025 dataset).

The LUMO energy comes out at 0.00 eV. Its SMILES is O=c1nnnc(O)[nH]1. Its charge is 0. Its HOMO-LUMO gap is 9.43 eV.

Each line ends with the Löwdin charge.
Cartesian coordinates (Å):
O 2.26080 -0.68742 -1.08757  0.078
C 1.05615 -0.58547 -0.89588  -0.495
N -0.02761 -1.43965 -1.31065  0.094
N -1.01013 -1.41537 -0.48380  -0.022
N -1.28314 -0.61008 0.66815  0.109
C -0.56601 0.50023 0.50068  -0.629
O -0.82014 1.47101 1.14828  0.199
N 0.55916 0.48135 -0.16633  0.196
H -1.72862 1.37995 1.69395  0.242
H 1.55953 0.90545 -0.06684  0.229

=====

R | # C2H2N4O2

One molecule with the formula C2H2N4O2 (ωB97M-V/def2-TZVPD, the Open Molecules 2025 dataset).

The LUMO energy comes out at -1.16 eV. Its SMILES is [H]/N=c1\nnonc1O. Its charge is 0. Its HOMO-LUMO gap is 9.07 eV.

Each line ends with the Löwdin charge.
Cartesian coordinates (Å):
H -0.38680 -2.45200 -0.15207  0.073
N -0.73390 -1.56374 0.14494  0.192
C -0.19432 -0.53331 -0.31753  -0.378
N 0.93812 -0.38379 -1.17004  0.088
N 1.55048 0.66382 -1.48247  0.060
O 1.02506 1.81694 -0.98748  -0.095
N 0.14523 1.79875 0.12631  0.201
C -0.32347 0.61063 0.42585  -0.477
O -1.10715 0.56034 1.44653  0.045
H -0.91326 -0.51763 1.96596  0.290

=====

Bottom line: Q, by a margin of 1.289 eV.

=====

P | # C2H2N4O2

One molecule with the formula C2H2N4O2 (ωB97M-V/def2-TZVPD, the Open Molecules 2025 dataset).

The LUMO energy comes out at -0.47 eV. Its SMILES is O=c1[nH]nnnc1O. Its charge is 0. Its HOMO-LUMO gap is 9.66 eV.

Each line ends with the Löwdin charge.
Cartesian coordinates (Å):
O 0.36138 -0.93012 1.57667  0.049
C 0.41370 -0.15119 0.60649  -0.371
N 1.20749 -0.37446 -0.50519  0.096
N 0.82981 0.01777 -1.82300  0.001
N -0.06799 0.74882 -1.92478  -0.045
N -0.91213 0.93396 -0.89042  0.111
C -0.84363 0.52460 0.32817  -0.341
O -1.71456 0.54352 1.30233  0.174
H 2.04358 -1.15833 -0.48666  0.233
H -1.31765 -0.15457 1.81640  0.093

=====

Q | # C2H2N4O2

One molecule with the formula C2H2N4O2 (ωB97M-V/def2-TZVPD, the Open Molecules 2025 dataset).

The LUMO energy comes out at -0.31 eV. Its SMILES is [H]/N=C\n1nnoc1=O. Its charge is 0. Its HOMO-LUMO gap is 10.52 eV.

Each line ends with the Löwdin charge.
Cartesian coordinates (Å):
H 1.27733 1.79181 -0.45742  0.016
N 1.16819 1.88177 0.48840  0.166
C 0.65715 0.82420 0.80953  -0.241
N 0.11898 0.02330 -0.14135  -0.027
N 0.00757 -0.03949 -1.49844  0.091
N -0.54990 -1.05587 -1.84354  0.012
O -1.18983 -1.62311 -0.85452  0.089
C -0.63759 -1.01726 0.30954  -0.496
O -0.66128 -1.43500 1.39805  0.160
H -0.19063 0.64964 1.78974  0.230

=====

Bottom line: P, by a margin of 0.802 eV.